# 1
Entry from OMol25: an isolated molecule of C3H6ClF in a non-equilibrium geometry (wB97M-V/def2-TZVPD).

Computed properties:
HOMO-LUMO gap = 11.9902 eV
highest occupied orbital energy = -10.942 eV
SMILES = CC[C@H](F)Cl

ORCA input file:
```
! wB97M-V def2-TZVPD RIJCOSX def2/J DEFGRID3
* xyz 0 1
C -1.26663 -0.16455 0.13512
C 0.07125 -0.45198 -0.42912
C 0.93090 0.42944 0.26135
F 0.80152 1.71938 -0.25702
Cl 2.61459 -0.13170 -0.02283
H -1.88765 -0.01866 -0.77014
H -1.63709 -0.80945 0.94851
H -1.19978 0.81290 0.52102
H 0.54713 -1.48860 -0.24579
H 0.13131 -0.50471 -1.54441
H 0.89445 0.60795 1.40332
*
```

# 2
Entry from OMol25: a cluster of 10 separate species, C43H104F6N7O13PS2 in total in a non-equilibrium geometry (wB97M-V/def2-TZVPD).

Computed properties:
HOMO-LUMO gap = 2.6870 eV
highest occupied orbital energy = -12.346 eV

ORCA input file:
```
! wB97M-V def2-TZVPD RIJCOSX def2/J DEFGRID3
* xyz 6 1
C -2.49529 -3.27469 7.94726
C -3.53935 -3.62633 9.01866
O -4.43800 -4.43045 8.77410
N -3.45827 -2.89103 10.35681
H -3.26450 -1.91629 10.17669
H -4.35383 -3.00624 10.80937
C -2.34689 -3.37022 11.31059
H -1.48324 -3.29383 8.35156
H -2.69986 -2.31636 7.46992
H -2.62965 -3.90580 7.06876
H -2.87018 -3.10405 12.22898
H -1.47647 -2.74422 11.11414
H -2.22419 -4.44991 11.22500
C -1.10615 11.49973 -0.58997
C -0.98753 10.03397 -0.30528
O -1.65246 9.05650 -0.73947
N 0.08642 9.73378 0.78695
H 0.87479 10.35648 0.68296
H -0.38287 10.02105 1.63391
C 0.46755 8.25762 0.92028
H -1.97927 11.74837 -1.19324
H -0.24836 11.87558 -1.14768
H -1.26434 12.16233 0.26093
H 0.91596 8.08816 -0.05866
H -0.24417 7.48396 1.20839
H 1.27060 8.29021 1.65657
C 10.14081 0.65385 0.48123
C 10.85576 -0.57365 -0.05429
O 10.68010 -0.84148 -1.25437
N 11.66210 -1.49520 0.94408
H 12.48842 -1.67110 0.39057
H 11.98980 -0.94080 1.72212
C 10.89302 -2.74109 1.31619
H 10.60490 1.49604 -0.03202
H 10.12417 0.75646 1.56626
H 9.11057 0.63947 0.12553
H 10.23212 -3.13295 0.54305
H 10.22269 -2.47915 2.13482
H 11.67009 -3.45825 1.58063
C 5.62734 -0.87824 9.64106
C 4.56002 -1.24772 10.59696
O 3.80455 -2.23001 10.57874
N 4.45683 -0.17987 11.69055
H 4.69605 0.73757 11.34245
H 3.46080 -0.07759 11.82307
C 5.17168 -0.53695 12.97520
H 6.07632 -1.72793 9.12672
H 6.36161 -0.18970 10.05923
H 5.18988 -0.22253 8.88822
H 4.81813 0.23676 13.65671
H 6.23310 -0.65195 12.75548
H 4.69009 -1.45400 13.31462
C -2.14346 -5.99859 -1.44318
C -3.35271 -6.78424 -1.09507
O -3.46959 -7.31557 0.00193
N -4.48250 -6.75774 -2.12442
H -4.95161 -5.88048 -1.94997
H -4.01894 -6.71291 -3.02063
C -5.33820 -8.03807 -2.11409
H -1.76592 -6.27090 -2.42878
H -1.27249 -6.08189 -0.79312
H -2.31054 -4.92863 -1.56722
H -4.68984 -8.90355 -2.25073
H -6.09782 -8.07409 -2.89497
H -5.76496 -7.92373 -1.11765
C 6.37801 -0.30202 -6.97085
N 6.71684 0.48165 -8.26429
C 5.91937 1.80744 -8.45861
C 8.25376 0.86184 -8.29612
C 6.59344 -0.40163 -9.48077
C 5.28349 -1.20779 -9.65071
O 4.16113 -0.42291 -9.68533
H 5.32400 -0.57920 -6.95230
H 6.49580 0.43994 -6.18109
H 7.11677 -1.10318 -6.99297
H 5.99252 2.32972 -7.50468
H 4.88402 1.60752 -8.73462
H 6.37501 2.46724 -9.19696
H 8.38841 1.33820 -9.26722
H 8.91129 -0.00725 -8.27500
H 8.51367 1.50442 -7.45490
H 7.47454 -1.02457 -9.63482
H 6.68064 0.29240 -10.31673
H 5.18833 -1.88530 -8.80217
H 5.34442 -1.74188 -10.59894
H 3.42861 -0.94305 -9.34702
C 5.45698 -10.21713 6.02909
N 4.18528 -9.90501 5.25110
C 3.39205 -8.72070 5.91469
C 4.73035 -9.47144 3.86035
C 3.17925 -11.06940 5.12776
C 3.63925 -12.32927 4.40439
O 4.69115 -12.97033 5.16712
H 5.19617 -10.50923 7.04632
H 6.16618 -9.41042 6.21438
H 5.99483 -11.02923 5.53986
H 2.47736 -8.44766 5.38851
H 4.05962 -7.85927 5.93439
H 3.08105 -8.99548 6.92259
H 5.19728 -10.36234 3.44036
H 5.39071 -8.62331 4.04115
H 3.84970 -9.14815 3.30534
H 2.28655 -10.64211 4.67104
H 3.07787 -11.33044 6.18118
H 4.07532 -12.14093 3.42332
H 2.86759 -13.08449 4.25513
H 4.66864 -13.92977 5.19064
C -7.46215 2.86285 0.76933
C -6.31352 2.69358 -0.31635
C -6.46711 3.49735 -1.62212
C -7.28491 2.70129 -2.60397
P -7.93309 3.70306 -3.99864
C -6.51894 4.33965 -4.77083
C -5.48694 3.30945 -5.33823
C -4.04370 3.86237 -5.56163
C -3.33683 4.14186 -4.23651
C -9.08417 2.65434 -5.05223
C -9.82989 1.54890 -4.32359
C -10.93868 0.81352 -5.20885
C -11.85190 1.66199 -5.94927
C -8.86441 5.03334 -3.13744
C -10.04123 4.61646 -2.12046
C -10.66522 5.89331 -1.44976
C -9.57175 6.64212 -0.63242
H -7.15012 2.39462 1.70286
H -8.46714 2.57096 0.46453
H -7.61041 3.91851 0.99669
H -6.19440 1.62808 -0.51288
H -5.51646 3.05754 0.33196
H -5.45685 3.76080 -1.93529
H -6.92917 4.46050 -1.40543
H -8.14928 2.20294 -2.16511
H -6.77642 1.81832 -2.99115
H -6.10416 4.96041 -3.97665
H -6.84583 5.01786 -5.55904
H -5.85794 2.98827 -6.31152
H -5.40699 2.42016 -4.71302
H -4.06007 4.68449 -6.27715
H -3.45636 3.09442 -6.06499
H -3.47796 5.19164 -3.97927
H -2.25981 4.03223 -4.36337
H -3.66064 3.42095 -3.48582
H -8.46517 2.26352 -5.85982
H -9.72133 3.44906 -5.44024
H -10.32332 1.81258 -3.38812
H -9.07430 0.80869 -4.06037
H -11.36931 0.07879 -4.52855
H -10.45320 0.23408 -5.99414
H -11.49287 2.23152 -6.80649
H -12.13014 2.46958 -5.27215
H -12.74300 1.11918 -6.26452
H -9.42516 5.55017 -3.91625
H -8.12279 5.74850 -2.78155
H -9.61077 3.94203 -1.38023
H -10.91294 4.10385 -2.52721
H -11.43399 5.53832 -0.76342
H -11.19383 6.52962 -2.15954
H -9.16985 5.92823 0.08656
H -9.95437 7.43603 0.00901
H -8.70735 6.98291 -1.20230
C 7.06143 7.38743 -3.05719
F 7.23340 7.96675 -1.82722
F 6.86822 6.09250 -2.76992
F 5.96025 7.87139 -3.64020
S 8.64625 7.60494 -4.04570
O 8.82154 9.05830 -4.25415
O 9.76079 7.00042 -3.28066
O 8.36090 6.97837 -5.36212
C 2.73354 0.10411 0.38706
F 1.39001 0.02588 0.61613
F 2.92971 -0.14376 -0.94985
F 3.35223 1.08012 0.86936
S 3.51860 -1.37977 1.37668
O 4.80070 -1.03239 2.01046
O 2.51214 -1.80049 2.32233
O 3.70836 -2.35200 0.32688
*
```

# 3
Entry from OMol25: an isolated molecule of CH2ClOP in a non-equilibrium geometry (wB97M-V/def2-TZVPD).

Computed properties:
HOMO-LUMO gap (spin up / spin down) = 10.3242 / 5.4311 eV
highest occupied orbital energy (spin up / spin down) = -10.245 / -6.839 eV

ORCA input file:
```
! wB97M-V def2-TZVPD RIJCOSX def2/J DEFGRID3
* xyz 0 1
C 0.22680 -0.46895 0.30879
O -0.25780 1.34947 3.77495
P -0.13164 1.95299 2.48929
Cl 1.28565 0.27061 1.50311
H -0.74965 -0.48118 0.65706
H 0.52735 -1.41362 0.06298
*
```